a | Computed, not measured: the molecule C6H10S2, with the ωB97M-V functional and the def2-TZVPD basis.

```
18
Properties=species:S:1:pos:R:3
C -2.179 -0.268 1.209
C -1.234 -0.559 0.092
C -2.066 -0.741 -1.154
C -0.095 -1.616 0.282
C 0.865 -0.617 -0.418
C -0.141 0.518 -0.127
H -1.638 -0.349 2.186
H -2.619 0.757 1.107
H -2.943 -1.064 1.228
H -2.784 -1.552 -1.134
H -1.391 -0.842 -2.002
H -2.681 0.175 -1.394
H 0.178 -1.802 1.331
H -0.241 -2.586 -0.230
H 0.939 -0.816 -1.486
H 2.524 0.173 1.279
S 2.609 -0.398 0.061
S -0.124 2.124 -0.074
```

Calculated values
SMILES	CC1(C)C[C@H](S)C1=S
2S+1	1
lowest unoccupied orbital energy	-0.26	eV

Löwdin population analysis, charges in e, atoms 1 to 5: -0.070 -0.592 -0.052 -0.108 -0.656


b | Computed, not measured: the molecule C6H10S2, with the ωB97M-V functional and the def2-TZVPD basis.

```
18
Properties=species:S:1:pos:R:3
C -0.987 0.320 -0.608
C -0.681 -1.112 -0.251
C 0.791 -1.162 -0.027
C 0.708 -0.202 1.140
C 0.372 0.854 0.017
C 1.375 0.020 -0.812
H -2.615 0.185 1.070
H -1.109 0.489 -1.735
H -1.258 -1.671 -1.238
H -0.991 -1.629 0.863
H 1.022 -2.172 -0.062
H -0.053 -0.896 1.926
H 1.659 0.211 1.390
H -0.015 2.991 1.144
H 2.429 0.158 -0.658
H 1.157 0.043 -2.038
S -2.603 1.044 -0.036
S 0.797 2.530 -0.083
```

Calculated values
SMILES	S[C@@H]1C[C@H]2C[C@]1(S)C2
2S+1	1
lowest unoccupied orbital energy	0.68	eV

Löwdin population analysis, charges in e, atoms 1 to 5: -0.671 -0.269 -0.331 -0.111 -0.874


Of them, a has the highest stability.


a | Computed, not measured: a cluster of 2 separate species, C12H19N2O in total, with the ωB97M-V functional and the def2-TZVPD basis.

```
34
Properties=species:S:1:pos:R:3
C 2.093 -1.729 -0.522
C 1.582 -1.430 -1.768
C 1.598 -1.114 0.616
C 0.077 0.136 -0.760
C 0.565 -0.489 -1.896
C 0.581 -0.164 0.507
C -1.273 -2.084 1.446
C -0.689 -2.363 2.652
C 0.968 0.850 -3.952
C -2.265 1.394 1.375
C 0.028 -0.133 -3.250
C -0.769 1.640 1.560
N 0.553 0.061 2.892
N -0.021 0.392 1.644
O -1.777 -1.880 0.449
H 2.885 -2.455 -0.422
H 1.968 -1.923 -2.647
H 2.025 -1.376 1.573
H -0.710 0.861 -0.874
H -0.055 -3.251 2.614
H -0.014 -1.456 2.952
H -1.435 -2.482 3.441
H 0.595 1.085 -4.945
H 1.964 0.425 -4.048
H 1.041 1.774 -3.380
H -2.689 0.890 2.241
H -2.774 2.345 1.250
H -2.458 0.787 0.495
H -0.064 -1.037 -3.855
H -0.961 0.318 -3.155
H -0.612 2.207 2.483
H -0.379 2.247 0.739
H 1.559 0.249 2.921
H 0.099 0.605 3.625
```

Calculated values
charge	+1
2S+1	1
lowest unoccupied orbital energy	-3.83	eV

Löwdin population analysis, charges in e, atoms 1 to 5: -0.058 -0.031 -0.054 0.006 -0.230


b | Computed, not measured: the ion C12H19N2O with charge +1, with the ωB97M-V functional and the def2-TZVPD basis.

```
34
Properties=species:S:1:pos:R:3
C 3.483 1.240 -0.400
C 2.183 1.292 -0.008
C 2.709 -0.832 -0.415
C 0.424 -0.389 0.162
C -0.404 -0.439 1.180
C -3.393 0.542 -0.021
C -2.581 -0.697 0.028
C 1.322 2.425 0.403
C 2.606 -2.298 -0.540
C 0.055 -0.327 2.623
C -4.009 1.067 -1.237
C -1.908 -1.103 -1.277
N 1.708 -0.019 -0.017
N 3.795 -0.069 -0.644
O -1.735 -0.722 1.181
H 4.190 2.031 -0.533
H -3.567 1.027 0.926
H -3.313 -1.494 0.286
H 0.318 2.300 -0.001
H 1.241 2.468 1.489
H 1.741 3.362 0.051
H 2.711 -2.780 0.433
H 1.624 -2.561 -0.933
H 3.376 -2.686 -1.201
H -0.287 -1.198 3.175
H -0.397 0.557 3.068
H 1.137 -0.256 2.683
H -3.247 1.325 -1.980
H -4.611 1.946 -1.027
H -4.640 0.315 -1.723
H -1.167 -0.357 -1.564
H -2.647 -1.205 -2.064
H -1.406 -2.057 -1.149
H 4.691 -0.410 -0.954
```

Calculated values
charge	+1
2S+1	1
lowest unoccupied orbital energy (spin up / spin down)	-4.42 / -2.56	eV

Löwdin population analysis, charges in e, atoms 1 to 5: 0.011 -0.203 -0.218 0.068 -0.288


Of them, a has the highest stability.


a | Computed, not measured: a structure of composition C3H3ClO2, with the ωB97M-V functional and the def2-TZVPD basis.

```
9
Properties=species:S:1:pos:R:3
C -0.017 0.002 -0.052
C 1.851 0.199 -0.643
C -1.438 -0.068 0.152
O 0.812 1.049 0.003
O 0.867 -0.887 -0.533
Cl 3.130 -0.089 0.625
H -1.470 -0.242 1.122
H -1.848 -0.890 -0.457
H -1.887 0.925 -0.216
```

Calculated values
2S+1	1
lowest unoccupied orbital energy	0.14	eV

Löwdin population analysis, charges in e, atoms 1 to 5: -0.368 -0.529 0.055 -0.003 -0.002


b | Computed, not measured: the molecule C3H3ClO2, with the ωB97M-V functional and the def2-TZVPD basis.

```
9
Properties=species:S:1:pos:R:3
C -1.663 -0.279 -0.341
C -0.384 -0.539 0.053
C 1.788 0.457 0.277
H -2.511 -0.702 0.112
H -0.242 -1.419 0.702
H 2.367 1.114 -0.310
O 0.572 0.372 -0.387
O 2.040 -0.103 1.299
Cl -1.966 1.100 -1.404
```

Calculated values
SMILES	O=CO/C=C\Cl
2S+1	1
lowest unoccupied orbital energy	0.89	eV

Löwdin population analysis, charges in e, atoms 1 to 5: -0.478 -0.186 -0.281 0.044 0.135


Of them, b has the highest stability.


a | Computed, not measured: a cluster of 3 separate species, C8H19NO in total, with the ωB97M-V functional and the def2-TZVPD basis.

```
29
Properties=species:S:1:pos:R:3
C 1.627 0.880 0.574
C -0.252 -0.754 -0.030
C -0.629 0.478 0.434
C 2.560 0.340 -0.467
C 1.477 2.380 0.563
C 0.066 -1.873 0.907
C -0.166 -1.043 -1.489
C -3.330 -0.320 -0.890
N -2.649 -0.223 0.375
O 1.997 0.364 1.821
H 1.488 0.803 2.512
H -2.809 -1.059 0.934
H -0.728 0.679 1.489
H -0.858 1.285 -0.245
H 1.145 2.733 -0.414
H 2.231 0.617 -1.469
H 2.639 -0.747 -0.412
H 3.571 0.747 -0.317
H 0.755 2.729 1.307
H 2.443 2.859 0.786
H -0.323 -2.819 0.525
H -0.337 -1.698 1.902
H 1.152 -1.974 1.003
H -0.205 -0.138 -2.094
H -1.011 -1.677 -1.778
H 0.747 -1.595 -1.729
H -3.146 -1.248 -1.469
H -4.427 -0.241 -0.794
H -3.026 0.515 -1.535
```

Calculated values
2S+1	1
lowest unoccupied orbital energy (spin up / spin down)	0.68 / 0.59	eV

Löwdin population analysis, charges in e, atoms 1 to 5: -0.474 -0.394 -0.052 -0.060 -0.072


b | Computed, not measured: a cluster of 2 separate species, C8H19NO in total, with the ωB97M-V functional and the def2-TZVPD basis.

```
29
Properties=species:S:1:pos:R:3
C 1.274 -1.386 -1.521
C 0.579 -1.266 -2.853
C 1.992 -0.117 -1.165
H 2.214 -2.176 -1.564
H 0.544 -1.642 -0.633
H 0.817 -0.460 -3.561
H 0.879 -2.216 -3.224
H 1.702 0.119 -0.044
H -0.543 -0.958 -2.711
H 1.616 0.831 -1.766
H 3.091 0.013 -1.336
C 0.230 1.287 2.035
C -0.400 2.720 1.458
C -0.399 -1.205 1.940
C -1.812 -0.511 -0.535
C -1.592 0.321 0.642
O -2.341 1.354 0.790
N -0.243 0.048 1.149
H 1.236 1.103 1.901
H -0.192 1.315 3.084
H -0.603 2.962 0.290
H 0.369 3.563 1.908
H -1.048 -1.957 1.560
H -1.381 -1.479 -0.401
H -1.333 3.008 1.746
H 0.472 -1.576 2.094
H -1.158 -0.933 2.825
H -2.903 -0.400 -0.773
H -1.065 -0.362 -1.337
```

Calculated values
SMILES	CCN(C)C(C)=O.CCC
2S+1	1
lowest unoccupied orbital energy	0.81	eV

Löwdin population analysis, charges in e, atoms 1 to 5: -0.357 -0.141 -0.171 0.151 0.096


c | Computed, not measured: a cluster of 3 separate species, C8H19NO in total, with the ωB97M-V functional and the def2-TZVPD basis.

```
29
Properties=species:S:1:pos:R:3
C -0.820 0.169 0.416
C 1.489 0.077 0.132
C -2.686 -0.330 -1.383
C -0.651 -0.005 -0.975
C -1.178 1.524 0.967
C 1.857 0.714 1.458
C 2.163 0.802 -1.016
C 1.820 -1.401 0.132
N -1.190 -0.891 1.203
O -2.927 -1.658 -0.915
H -2.549 -2.272 -1.554
H -1.930 -0.722 1.871
H -1.288 -1.784 0.732
H -3.391 0.338 -0.888
H -2.794 -0.258 -2.469
H -0.392 -0.984 -1.355
H -0.440 0.866 -1.577
H -0.736 2.320 0.372
H -2.264 1.651 0.962
H -0.841 1.620 2.002
H 2.937 0.621 1.669
H 1.340 0.239 2.299
H 1.638 1.786 1.476
H 3.262 0.797 -0.917
H 1.960 0.328 -1.982
H 1.848 1.849 -1.074
H 1.290 -1.931 0.930
H 1.580 -1.881 -0.823
H 2.893 -1.582 0.306
```

Calculated values
2S+1	1
lowest unoccupied orbital energy (spin up / spin down)	0.75 / 0.75	eV

Löwdin population analysis, charges in e, atoms 1 to 5: -0.467 -0.457 -0.148 -0.049 -0.031


Of them, c has the highest stability.